Entry from the OMol25 dataset: a cluster of 6 separate species, C18H36Br10N2O3 in total (ωB97M-V/def2-TZVPD).

Properties
Frontier orbital gap ... 9.42 eV
Energy relative to the best compared isomer or geometry (same formula, charge and spin) ... 59.0 kcal/mol
SMILES ... CC(=O)N(C)CCCCNC(=O)O.BrCCBr.BrCCBr.BrCCBr.BrCCBr.BrCCBr
E_LUMO ... 0.0073 Ha

Each line ends with the Löwdin charge.
Geometry (Å):
C: -2.5680 1.5739 1.1940  -0.009
C: -1.9048 2.1155 -0.1523  -0.395
O: -2.6151 2.9020 -0.8700  -0.033
N: -0.5920 1.7649 -0.6719  -0.113
C: 0.0354 2.8594 -1.4637  -0.083
C: 0.3161 1.1686 0.3528  -0.200
C: 0.6676 2.1092 1.6014  -0.164
C: 1.8374 3.1868 1.3419  -0.173
C: 1.3392 4.6050 1.8937  -0.192
N: 0.0933 5.1136 1.2149  0.018
C: 0.0114 6.5770 1.2202  -0.442
O: 0.7421 7.2357 0.4334  0.056
O: -0.9167 7.2614 2.0789  0.053
H: -2.1145 0.5700 1.5397  0.091
H: -2.4271 2.3996 1.9898  0.088
H: -3.6945 1.4922 1.0222  0.066
H: 1.1693 2.7496 -1.5947  0.084
H: -0.1502 3.9062 -1.0489  0.087
H: -0.4012 2.8371 -2.5321  0.103
H: -0.1337 0.1491 0.6416  0.111
H: 1.3187 0.9513 -0.1881  0.071
H: 1.0560 1.4074 2.4358  0.122
H: -0.2177 2.6669 2.0544  0.079
H: 2.7450 2.8809 1.9905  0.119
H: 2.2118 3.1974 0.2665  0.089
H: 2.1387 5.4246 1.7365  0.137
H: 1.0842 4.5236 3.0201  0.134
H: -0.7156 4.7561 1.7628  0.105
H: -1.6895 6.6859 2.2677  0.107
Br: 4.1310 0.7669 -1.2208  0.635
C: 4.7675 -1.0618 -0.9841  -0.691
C: 3.6309 -2.0481 -1.0620  -0.680
Br: 2.5915 -2.0503 0.5846  0.600
H: 5.3021 -1.0925 -0.0344  0.051
H: 5.4748 -1.2249 -1.7990  0.051
H: 4.0099 -3.0669 -1.1615  0.050
H: 2.9369 -1.8436 -1.8772  0.056
Br: -6.5725 0.1615 0.0703  0.589
C: -5.8604 0.9673 -1.5572  -0.699
C: -6.0651 2.4613 -1.5650  -0.696
Br: -7.9129 2.9242 -1.9880  0.585
H: -6.3370 0.4619 -2.3952  -0.050
H: -4.7958 0.7265 -1.5511  0.054
H: -5.4690 2.9264 -2.3513  0.062
H: -5.8304 2.9334 -0.6115  0.048
Br: 4.8802 -4.3886 2.6453  0.611
C: 3.9651 -5.6096 3.8575  -0.686
C: 2.4816 -5.3383 3.8889  -0.694
Br: 2.0734 -3.7599 4.9567  0.601
H: 4.4436 -5.5087 4.8316  0.053
H: 4.1653 -6.6066 3.4615  0.058
H: 1.9513 -6.1571 4.3779  0.058
H: 2.0525 -5.1732 2.9005  0.050
Br: -7.8220 -0.2458 -4.4409  0.658
C: -9.0956 -1.7135 -4.2946  -0.678
C: -8.7878 -2.5880 -3.1045  -0.691
Br: -7.2735 -3.7620 -3.4619  0.598
H: -9.0722 -2.2506 -5.2428  0.051
H: -10.0690 -1.2341 -4.1778  0.060
H: -9.6229 -3.2579 -2.8935  0.058
H: -8.5461 -2.0220 -2.2045  0.044
Br: 8.8150 -2.8386 0.3032  0.602
C: 7.7896 -4.4811 0.0792  -0.716
C: 8.1188 -5.1577 -1.2277  -0.689
Br: 7.2557 -4.2576 -2.7262  0.598
H: 6.7370 -4.2145 0.1738  0.005
H: 8.0766 -5.1119 0.9221  0.057
H: 7.7259 -6.1756 -1.2434  0.059
H: 9.1868 -5.1826 -1.4436  0.053